Formula: CH8NO
Source: OMol25
Level of theory: ωB97M-V/def2-TZVPD

Output
HOMO-LUMO gap: 13.29 eV
Total charge: +1
E_tot: -4697.7669 eV
E_HOMO: -16.905 eV
Energy relative to the best compared isomer or geometry (same formula, charge and spin): 0.2775 eV
LUMO level: -3.616 eV
Spin multiplicity: 1

Positions of all 11 atoms, in Å:
1 O -0.7410 -0.8680 1.5617
2 H -0.0955 -1.0933 2.2746
3 H -0.6702 -0.4109 -1.5250
4 H -1.3234 -0.1781 1.9320
5 C 0.6540 1.1799 -0.7859
6 N 0.1689 -0.2304 -0.9664
7 H 0.1297 1.8978 -1.4016
8 H 0.5498 1.3475 0.2746
9 H 1.6933 1.1905 -1.0920
10 H -0.1774 -0.6559 -0.0671
11 H 0.8280 -0.9006 -1.3237

Cartesian forces (eV/Å) of the 2 atoms listed first:
0.51 0.26 0.77
-0.82 0.22 -0.69

Formula: C65H39Cl4N4S6SbTi
Source: OMol25
Level of theory: ωB97M-V/def2-TZVPD

Output
HOMO-LUMO gap (alpha / beta): 5.01 / 5.15 eV
Total charge: -1
E_tot: -218754.6343 eV
E_HOMO (alpha / beta): -3.846 / -4.319 eV
Energy relative to the best compared isomer or geometry (same formula, charge and spin): 1.7040 eV
LUMO level (alpha / beta): 1.159 / 0.833 eV
Spin multiplicity: 2
<S²>: 1.0028

Positions of all 120 atoms, in Å:
1 Ti -1.1635 0.6414 0.1122
2 Cl -8.8087 2.7652 5.2034
3 C -7.4699 2.1067 4.2982
4 C -6.2228 2.0042 4.8793
5 C -5.1640 1.4875 4.1477
6 C -5.3051 1.0069 2.8362
7 C -6.5731 1.2143 2.2678
8 C -7.6399 1.7388 2.9800
9 C -4.1180 0.4908 2.0647
10 C -4.1912 0.1872 0.6662
11 C -5.2930 -0.4234 0.0223
12 C -4.8368 -1.0145 -1.1334
13 C -3.4655 -0.7506 -1.2486
14 C -2.6031 -1.2183 -2.2865
15 C -2.7709 -2.5729 -2.8301
16 C -3.6315 -3.5299 -2.2484
17 C -3.7112 -4.8341 -2.7065
18 C -2.9116 -5.2463 -3.7579
19 Cl -3.0013 -6.8923 -4.3327
20 C -2.0098 -4.3651 -4.3232
21 C -1.9389 -3.0635 -3.8572
22 C -1.4957 -0.3934 -2.7376
23 N -0.7688 0.3948 -1.8680
24 C 0.1280 1.1165 -2.6457
25 C 1.1054 2.0710 -2.1058
26 C 1.3927 3.2477 -2.9889
27 C 0.3758 4.0943 -3.4282
28 C 0.6534 5.1843 -4.2406
29 C 1.9610 5.4217 -4.6371
30 Cl 2.3192 6.7960 -5.6591
31 C 2.9855 4.5809 -4.2478
32 C 2.6886 3.4975 -3.4294
33 C 1.7012 1.9662 -0.9044
34 C 2.3993 3.1993 -0.3445
35 C 1.1552 3.8286 1.5525
36 C 0.2456 2.6508 1.6662
37 N -0.6273 2.3871 0.7150
38 C 0.3156 1.7722 2.7703
39 C -0.7145 0.8428 2.9735
40 C -1.1945 0.3071 4.2298
41 C -2.5243 0.0685 4.0778
42 C -2.8770 0.3637 2.7124
43 N -1.7125 0.6684 2.0380
44 C 1.3564 1.9487 3.8311
45 C 1.0339 2.5203 5.0617
46 C 1.9892 2.6810 6.0604
47 C 3.2860 2.2605 5.8216
48 Cl 4.4964 2.4510 7.0689
49 C 3.6380 1.6880 4.6113
50 C 2.6725 1.5350 3.6257
51 C -0.0748 0.8319 -3.9755
52 C -1.0930 -0.1403 -4.0414
53 N -3.0718 0.0382 -0.1673
54 H -6.0654 2.3565 5.8903
55 H -4.1940 1.5100 4.6096
56 H -6.7421 1.0213 1.2277
57 H -8.5997 1.8776 2.4986
58 H -6.2823 -0.5625 0.4157
59 H -5.4376 -1.5400 -1.8578
60 H -4.1994 -3.2786 -1.3666
61 H -4.3740 -5.5409 -2.2226
62 H -1.3420 -4.7002 -5.1075
63 H -1.1894 -2.4178 -4.2836
64 H -0.6413 3.8950 -3.1129
65 H -0.1387 5.8458 -4.5687
66 H 3.9977 4.7658 -4.5835
67 H 3.4827 2.8131 -3.1473
68 H 3.2402 3.5365 -0.9369
69 H 1.0595 4.5804 2.3294
70 H -0.6010 0.1715 5.1224
71 H -3.1982 -0.3117 4.8287
72 H 0.0174 2.8579 5.2352
73 H 1.7322 3.1309 7.0112
74 H 4.6581 1.3635 4.4451
75 H 2.9273 1.0661 2.6801
76 H 0.4760 1.2665 -4.7979
77 H -1.5362 -0.5583 -4.9333
78 S 4.5475 7.3455 1.0093
79 C 3.5747 6.0521 0.8994
80 S 2.0811 6.0390 -0.0190
81 C 1.6258 4.3634 0.2315
82 C 2.5743 3.5838 1.1013
83 S 1.6041 0.5651 0.1686
84 S 3.9394 4.5221 1.6844
85 S -1.4500 3.3231 -0.4242
86 S -0.8174 -1.8957 0.3037
87 Sb 1.3591 -2.1253 -0.4320
88 C 2.4211 -1.6393 -2.1753
89 C 3.6893 -1.0724 -2.0944
90 C 4.3927 -0.7979 -3.2613
91 C 3.8206 -1.0709 -4.5002
92 C 2.5521 -1.6292 -4.5722
93 C 1.8554 -1.9257 -3.4079
94 C 2.5081 -2.2780 1.3521
95 C 3.7052 -1.6170 1.6156
96 C 4.3145 -1.7370 2.8597
97 C 3.7235 -2.5071 3.8517
98 C 2.5269 -3.1651 3.5952
99 C 1.9204 -3.0523 2.3497
100 C 1.3029 -4.2235 -0.8811
101 C 2.4758 -4.9821 -0.8285
102 C 2.4574 -6.3294 -1.1745
103 C 1.2687 -6.9241 -1.5871
104 C 0.1005 -6.1772 -1.6454
105 C 0.1156 -4.8313 -1.2871
106 H 4.1184 -0.8055 -1.1395
107 H 5.3819 -0.3579 -3.2027
108 H 4.3633 -0.8403 -5.4101
109 H 2.0946 -1.8252 -5.5357
110 H 0.8652 -2.3587 -3.4694
111 H 4.1549 -0.9730 0.8727
112 H 5.2435 -1.2122 3.0583
113 H 4.1883 -2.5824 4.8280
114 H 2.0548 -3.7591 4.3689
115 H 0.9774 -3.5522 2.1661
116 H 3.4117 -4.5274 -0.5130
117 H 3.3684 -6.9149 -1.1251
118 H 1.2547 -7.9731 -1.8614
119 H -0.8269 -6.6375 -1.9701
120 H -0.8041 -4.2546 -1.3228

Cartesian forces (eV/Å) of the 2 atoms listed first:
0.64 0.56 -0.28
0.07 -0.04 -0.04

Formula: C6H14O
Source: OMol25
Level of theory: ωB97M-V/def2-TZVPD

Output
HOMO-LUMO gap: 10.72 eV
Total charge: 0
E_tot: -8493.7381 eV
E_HOMO: -9.843 eV
Energy relative to the best compared isomer or geometry (same formula, charge and spin): 3.1542 eV
LUMO level: 0.877 eV
Spin multiplicity: 1

Positions of all 21 atoms, in Å:
1 C 1.0530 -1.6000 -0.6695
2 C 1.1578 -0.1469 -0.2028
3 C 2.3594 0.0221 0.7293
4 C -0.1171 0.3450 0.4938
5 C -1.3360 0.4864 -0.3872
6 C -2.5688 1.0628 0.2556
7 O -1.0909 0.9467 -1.6742
8 H 1.9956 -1.9281 -1.1223
9 H 0.2690 -1.7424 -1.4213
10 H 0.8385 -2.2690 0.1741
11 H 1.3018 0.4898 -1.0840
12 H 3.2838 -0.3028 0.2383
13 H 2.2406 -0.5777 1.6414
14 H 2.4890 1.0683 1.0304
15 H 0.0698 1.3418 0.9148
16 H -0.3965 -0.3137 1.3264
17 H -1.7079 -0.7757 -0.6223
18 H -2.3853 2.1130 0.5031
19 H -2.8081 0.5072 1.1665
20 H -3.4088 1.0210 -0.4435
21 H -1.4432 -0.1575 -1.5523

Cartesian forces (eV/Å) of the 2 atoms listed first:
-0.05 -0.04 -0.02
-0.03 0.03 0.00

Formula: C2H8NO
Source: OMol25
Level of theory: ωB97M-V/def2-TZVPD

Output
HOMO-LUMO gap: 5.68 eV
Total charge: -1
E_tot: -5738.8857 eV
E_HOMO: -0.767 eV
Energy relative to the best compared isomer or geometry (same formula, charge and spin): 2.2880 eV
LUMO level: 4.911 eV
Spin multiplicity: 1

Positions of all 12 atoms, in Å:
1 O -1.5466 0.0939 -1.3600
2 H -0.8497 0.5596 -1.8491
3 C 0.9723 1.1725 0.6795
4 C 0.0768 -0.0470 0.6741
5 N 0.6151 -1.2551 0.2152
6 H 1.9183 1.0413 1.1057
7 H 1.4487 1.3192 -0.2485
8 H 0.4677 2.0717 0.8952
9 H -0.7533 -0.0948 1.4733
10 H -1.0284 0.0259 -0.3289
11 H 0.2974 -2.0064 0.8894
12 H 0.2717 -1.6350 -0.6848

Cartesian forces (eV/Å) of the 2 atoms listed first:
-0.43 -0.02 -0.73
-0.33 -0.17 0.20

Formula: C5H9N4
Source: OMol25
Level of theory: ωB97M-V/def2-TZVPD

Output
HOMO-LUMO gap: 9.00 eV
Total charge: +1
E_tot: -11281.4394 eV
E_HOMO: -13.765 eV
Energy relative to the best compared isomer or geometry (same formula, charge and spin): 4.0423 eV
LUMO level: -4.765 eV
Spin multiplicity: 1

Positions of all 18 atoms, in Å:
1 C 2.1083 0.1340 -0.0733
2 C -1.8216 0.1845 0.2389
3 C 0.3235 -0.4668 0.0534
4 C 3.5475 0.6320 0.0159
5 C -3.1634 -0.0698 -0.3898
6 N 0.9605 0.8001 -0.0436
7 N 1.4877 -1.2001 -0.0410
8 N -0.8947 -0.8289 -0.0395
9 N -1.2430 1.0913 0.8974
10 H 4.1999 -0.1490 -0.4417
11 H 3.5793 0.6617 1.0615
12 H 3.6101 1.5334 -0.4411
13 H -3.6955 0.8017 -0.9274
14 H -3.9196 -0.3359 0.3235
15 H -3.2435 -0.7720 -1.1453
16 H 1.8306 -2.2074 -0.1158
17 H -1.3076 -1.7604 -0.3655
18 H -1.6872 1.8812 1.2585

Cartesian forces (eV/Å) of the 2 atoms listed first:
-0.98 0.47 -0.34
-0.71 2.05 -0.02

Formula: C6H9NO
Source: OMol25
Level of theory: ωB97M-V/def2-TZVPD

Output
HOMO-LUMO gap: 6.76 eV
Total charge: 0
E_tot: -9897.7632 eV
E_HOMO: -8.118 eV
Energy relative to the best compared isomer or geometry (same formula, charge and spin): 7.8409 eV
LUMO level: -1.361 eV
Spin multiplicity: 1

Positions of all 17 atoms, in Å:
1 O -2.4643 1.5199 -0.3174
2 C -1.3602 1.0665 -0.4121
3 C -0.4094 1.3182 0.6196
4 C 0.7773 0.4389 0.9592
5 C 0.8247 -0.8284 0.0075
6 C 1.3807 -0.6610 -1.2211
7 C -0.7241 -1.8151 0.3016
8 N 0.5005 -1.9870 0.7645
9 H -1.1160 0.4487 -1.2845
10 H -0.7057 2.2143 1.1515
11 H -0.1225 1.8278 -0.3641
12 H 0.7501 -0.0620 1.9211
13 H 1.7406 0.9388 0.8609
14 H 1.2880 0.2939 -1.7288
15 H 2.2663 -1.2074 -1.5337
16 H -1.1725 -2.3183 -0.5686
17 H -1.4535 -1.1879 0.8444

Cartesian forces (eV/Å) of the 2 atoms listed first:
-1.88 1.02 -0.75
-2.66 -2.55 0.67

Q: Which formula does entry 4 have?
A: C2H8NO

Q: Which of these has the highest spin multiplicity?
A: C65H39Cl4N4S6SbTi